# 1
{"formula": "C5H15N2", "method": "ωB97M-V with the def2-TZVPD basis set", "smiles": "CC(C)[NH2+]CCN", "homo_ev": -14.5788, "charge": 1, "de_lowest_kcal_mol": 16.15, "species": ["N", "C", "C", "N", "C", "C", "C", "H", "H", "H", "H", "H", "H", "H", "H", "H", "H", "H", "H", "H", "H", "H"], "coordinates": [[1.535, -1.173, -1.567], [0.555, -0.184, -2.014], [-0.795, -0.337, -1.331], [-0.520, -0.733, 0.073], [1.109, 0.541, 1.693], [-0.282, 0.534, 1.015], [-1.532, 0.816, 1.793], [1.518, -1.943, -2.242], [0.310, -1.335, 0.113], [2.464, -0.829, -1.809], [0.978, 0.796, -1.710], [0.455, -0.134, -3.109], [-1.381, 0.570, -1.435], [-1.355, -1.150, -1.812], [-1.403, -1.103, 0.404], [1.039, 1.425, 2.318], [1.208, -0.317, 2.355], [1.820, 0.543, 0.880], [-0.201, 1.288, 0.237], [-1.713, 0.043, 2.560], [-2.478, 0.928, 1.274], [-1.330, 1.755, 2.313]], "forces_ev_per_a": [[0.28, -0.73, -1.12], [0.85, 1.60, -0.26], [0.75, -1.21, -1.11], [-0.99, 2.03, 1.16], [-2.34, -0.74, 0.04], [0.32, -0.08, -2.18], [0.27, -0.47, 1.61], [-0.43, -0.31, 0.52], [-0.17, -0.42, -0.25], [-0.05, 0.36, 0.61], [-0.32, -0.31, -0.23], [-0.24, -0.04, 0.36], [-0.07, 0.08, 0.47], [0.06, 0.10, 0.27], [0.36, -0.93, 0.44], [0.78, 0.23, -0.12], [0.31, -0.09, -0.01], [0.59, 0.22, 0.34], [-0.04, 0.39, 0.08], [0.18, 0.29, -0.08], [0.18, 0.06, -0.66], [-0.27, -0.03, 0.13]]}



# 2
{"formula": "C5H15N2", "method": "ωB97M-V with the def2-TZVPD basis set", "homo_ev": -13.6372, "charge": 1, "de_lowest_kcal_mol": 142.04, "species": ["N", "C", "C", "C", "N", "C", "C", "H", "H", "H", "H", "H", "H", "H", "H", "H", "H", "H", "H", "H", "H", "H"], "coordinates": [[-1.643, 0.371, -1.474], [-1.552, -0.501, -0.308], [-2.989, -0.817, 0.149], [-0.599, 0.356, 0.615], [0.424, 0.918, -0.034], [1.395, 1.685, 0.712], [3.069, -1.021, -0.283], [3.579, -1.347, 0.676], [-0.732, 0.872, -1.560], [-1.994, 0.006, -2.370], [-0.906, -1.457, -0.484], [-2.960, -1.626, 0.878], [-3.393, 0.013, 0.774], [-3.533, -1.126, -0.734], [-1.223, 1.188, 1.069], [-0.288, -0.385, 1.448], [0.964, 2.441, 1.380], [2.001, 0.926, 1.259], [1.917, 2.249, 0.032], [2.885, -0.004, -0.222], [1.991, -1.450, -0.320], [3.588, -1.292, -1.202]], "forces_ev_per_a": [[1.62, -0.04, -0.37], [0.90, 0.72, -1.10], [1.47, 0.18, 1.82], [-2.33, -3.16, 1.14], [0.78, 2.01, 0.60], [-1.47, -1.41, 0.68], [-1.43, -2.51, 1.02], [-0.54, 0.15, -1.37], [-1.33, -0.87, -0.99], [0.19, 0.25, 0.77], [-1.18, 1.13, 0.11], [-0.08, -0.41, -0.21], [-0.15, -0.25, -1.20], [-0.47, 0.26, 0.15], [0.52, -0.49, 0.12], [0.07, 1.47, -0.19], [-0.44, -0.66, 0.52], [-0.14, 0.65, 0.01], [1.87, 0.82, -1.66], [0.35, 2.01, -0.26], [1.74, 0.15, 0.08], [0.05, 0.01, 0.33]]}



# 3
{"formula": "C5H15N2", "method": "ωB97M-V with the def2-TZVPD basis set", "smiles": "CC[N@@H+](C)CCN", "homo_ev": -14.3853, "charge": 1, "de_lowest_kcal_mol": 14.83, "species": ["N", "C", "C", "N", "C", "C", "C", "H", "H", "H", "H", "H", "H", "H", "H", "H", "H", "H", "H", "H", "H", "H"], "coordinates": [[1.570, -0.219, -1.618], [0.193, -0.465, -2.049], [-0.603, -0.975, -0.876], [-0.107, -0.292, 0.386], [-0.892, 0.987, 0.615], [-0.136, 1.954, 1.515], [-0.096, -1.180, 1.579], [0.823, 0.007, 0.011], [2.162, 0.111, -2.374], [2.065, -1.066, -1.350], [0.115, -1.033, -2.971], [-0.193, 0.518, -2.340], [-1.675, -0.860, -1.009], [-0.374, -2.033, -0.732], [-0.973, 1.414, -0.382], [-1.871, 0.659, 0.956], [0.388, 2.698, 0.910], [0.703, 1.468, 2.006], [-0.791, 2.477, 2.203], [0.523, -0.737, 2.349], [-1.122, -1.300, 1.898], [0.292, -2.134, 1.271]], "forces_ev_per_a": [[0.77, -0.45, 0.02], [0.30, 1.56, -0.62], [0.25, -1.18, 0.46], [-0.84, 0.60, -1.00], [0.61, -0.31, -0.40], [0.45, 0.20, -0.49], [0.16, 0.43, -0.52], [0.30, -0.09, 0.73], [-0.34, 0.51, 0.02], [-0.31, -0.31, 0.04], [-0.25, -0.70, 0.24], [-0.02, 0.01, 0.06], [-0.02, 0.08, 0.16], [-0.22, 0.00, -0.03], [-0.35, 0.07, 0.02], [-0.03, 0.22, 0.15], [-0.35, 0.10, -0.08], [-0.28, -0.18, 0.60], [0.11, -0.13, 0.20], [-0.07, -0.03, 0.13], [-0.16, -0.02, 0.22], [0.29, -0.39, 0.08]]}



# 4
{"formula": "C5H15N2", "method": "ωB97M-V with the def2-TZVPD basis set", "smiles": "CCCNCC[NH3+]", "homo_ev": -12.9942, "charge": 1, "de_lowest_kcal_mol": 64.69, "species": ["N", "C", "C", "N", "C", "C", "C", "H", "H", "H", "H", "H", "H", "H", "H", "H", "H", "H", "H", "H", "H", "H"], "coordinates": [[2.025, 1.567, -1.358], [0.490, 1.535, -1.686], [-0.345, 0.254, -1.224], [0.346, -0.473, -0.300], [-0.034, -0.118, 1.090], [-0.628, -1.262, 2.032], [-2.016, -1.684, 1.550], [2.110, 1.937, -0.400], [2.465, 0.608, -1.292], [2.545, 2.189, -1.952], [0.061, 2.480, -1.279], [0.626, 1.226, -2.808], [-1.274, 0.744, -0.911], [-0.587, -0.334, -2.159], [0.289, -1.404, -0.543], [-0.880, 0.621, 1.086], [0.939, 0.198, 1.565], [-0.719, -0.502, 2.893], [0.087, -2.059, 2.404], [-2.086, -1.882, 0.448], [-2.767, -1.166, 1.966], [-2.207, -2.659, 2.014]], "forces_ev_per_a": [[-1.03, -1.31, 2.47], [1.18, -1.52, -2.73], [-0.40, 2.33, -3.00], [0.29, 0.66, 2.27], [0.98, -1.67, 0.96], [0.79, 2.86, 0.58], [2.96, -3.81, -1.04], [0.19, -0.14, -0.28], [-0.78, 0.97, -0.36], [0.16, 0.17, -0.61], [0.47, -0.56, -1.17], [-1.02, 2.19, 1.58], [-0.24, -0.55, 0.24], [0.36, 0.58, 1.04], [-0.10, -2.51, 0.17], [1.26, -0.20, -0.11], [-1.32, 0.39, -0.07], [-0.25, -1.75, -0.44], [-0.83, 0.85, -0.96], [-0.06, 0.56, 0.94], [-2.67, 2.67, 0.82], [0.07, -0.20, -0.31]]}



# 5
{"formula": "C5H15N2", "method": "ωB97M-V with the def2-TZVPD basis set", "smiles": "CC(C)[C@H]([NH3+])CN", "homo_ev": -13.8792, "charge": 1, "de_lowest_kcal_mol": 17.76, "species": ["N", "C", "C", "C", "C", "C", "N", "H", "H", "H", "H", "H", "H", "H", "H", "H", "H", "H", "H", "H", "H", "H"], "coordinates": [[-0.448, -1.206, 1.177], [-0.304, 0.187, 0.580], [1.152, 0.464, 0.268], [1.986, -0.663, -0.362], [1.333, 1.753, -0.513], [-1.210, 0.291, -0.674], [-2.402, -0.586, -0.431], [-1.370, -1.319, 1.593], [0.338, -1.296, 1.837], [-0.254, -1.984, 0.546], [-0.690, 0.808, 1.402], [1.593, 0.648, 1.271], [2.638, -1.145, 0.374], [2.608, -0.143, -1.111], [1.418, -1.446, -0.881], [2.380, 2.017, -0.691], [0.896, 2.639, -0.020], [0.724, 1.711, -1.427], [-0.826, -0.034, -1.639], [-1.486, 1.331, -0.776], [-3.075, -0.060, 0.106], [-2.697, -0.991, -1.305]], "forces_ev_per_a": [[1.58, 0.00, 0.26], [-0.42, -0.48, -1.43], [1.08, 0.49, 1.83], [0.02, 0.19, -0.46], [-1.25, 1.12, -0.12], [-1.47, -1.10, 0.95], [1.52, 0.71, 0.26], [0.06, -0.26, -0.03], [-0.67, 0.09, 0.44], [-0.55, 0.23, -0.53], [0.17, 0.16, -0.49], [0.07, -0.03, -0.41], [-0.09, 0.05, -0.21], [-0.04, -0.78, 0.26], [0.02, 0.19, -0.05], [-0.25, -0.38, -0.18], [0.17, -0.40, 0.29], [0.80, -0.10, -0.22], [0.82, -0.02, 0.33], [-0.07, 0.35, -0.14], [-0.70, -0.29, -0.59], [-0.78, 0.24, 0.22]]}



# 6
{"formula": "C5H15N2", "method": "ωB97M-V with the def2-TZVPD basis set", "smiles": "C[C@H]([NH3+])CCCN", "homo_ev": -13.6772, "charge": 1, "de_lowest_kcal_mol": 14.92, "species": ["C", "C", "C", "C", "C", "N", "N", "H", "H", "H", "H", "H", "H", "H", "H", "H", "H", "H", "H", "H", "H", "H"], "coordinates": [[-2.109, -0.128, -1.397], [-0.968, -0.318, -0.412], [0.387, 0.030, -1.056], [1.547, 0.600, -0.220], [1.796, 0.002, 1.183], [1.005, -1.238, 1.396], [-1.174, 0.637, 0.726], [-1.803, -0.204, -2.444], [-2.514, 0.895, -1.367], [-2.914, -0.848, -1.334], [-1.031, -1.290, 0.032], [0.115, 0.832, -1.739], [0.670, -0.859, -1.616], [1.343, 1.658, -0.021], [2.443, 0.586, -0.818], [2.844, -0.202, 1.343], [1.450, 0.745, 1.901], [1.179, -1.878, 0.637], [1.332, -1.693, 2.232], [-2.098, 0.603, 1.155], [-1.045, 1.587, 0.375], [-0.456, 0.482, 1.444]], "forces_ev_per_a": [[-0.32, 0.55, -1.02], [-0.19, 0.34, -0.35], [-0.43, 0.07, 0.18], [-0.57, 0.17, 0.84], [-0.52, -0.80, -0.44], [0.01, 0.75, 0.03], [0.15, 0.64, 0.31], [0.47, -0.18, 0.19], [-0.07, -0.25, 0.24], [-0.22, -0.03, 0.55], [0.31, -0.44, 0.19], [0.31, -0.14, -0.56], [0.15, 0.12, -0.22], [0.09, 0.03, -0.38], [0.27, -0.10, -0.26], [0.38, 0.33, 0.08], [0.30, -0.08, 0.40], [0.12, -0.23, -0.11], [0.02, -0.21, 0.30], [-0.05, -0.24, -0.03], [-0.09, 0.10, 0.03], [-0.14, -0.40, 0.03]]}



# 7
{"formula": "C5H15N2O", "method": "ωB97M-V with the def2-TZVPD basis set", "homo_ev": [-3.7081, -7.2967], "de_lowest_kcal_mol": 46.47, "spin_multiplicity": 2, "s_squared": 0.754, "species": ["C", "C", "C", "C", "C", "N", "N", "H", "H", "H", "H", "H", "H", "H", "H", "H", "H", "H", "H", "H", "H", "H", "O"], "coordinates": [[0.272, 2.071, -2.065], [0.581, 0.604, -2.110], [-0.347, -0.210, -1.172], [0.139, -0.424, 0.213], [0.306, -1.654, 0.874], [0.796, 0.700, 0.867], [1.987, 0.458, -1.646], [0.602, 2.450, -1.093], [-0.782, 2.338, -2.211], [0.808, 2.647, -2.828], [0.471, 0.181, -3.119], [-1.369, 0.206, -1.274], [-0.396, -1.224, -1.568], [1.189, -1.795, 1.499], [0.021, -2.601, 0.435], [1.734, 0.877, 0.465], [0.833, 0.461, 1.850], [0.260, 1.549, 0.752], [2.410, -0.377, -2.030], [2.533, 1.205, -2.061], [-4.695, -2.666, 5.054], [-3.292, -2.683, 5.647], [-4.060, -2.112, 5.522]], "forces_ev_per_a": [[-0.23, 0.93, -0.30], [0.26, -0.71, 0.20], [0.04, -0.25, -0.19], [-0.55, -0.43, -0.24], [0.63, -0.25, 0.29], [-0.01, -0.12, -0.32], [0.15, 0.22, -0.43], [-0.15, 0.24, -0.07], [0.16, -0.37, 0.18], [0.16, -0.16, 0.10], [-0.08, 0.40, 0.04], [0.15, 0.02, 0.05], [-0.21, -0.07, -0.15], [0.07, 0.15, 0.25], [-0.33, 0.21, -0.26], [0.09, -0.13, 0.04], [0.16, 0.04, 0.46], [-0.21, 0.45, 0.15], [-0.14, -0.33, 0.25], [0.04, 0.16, -0.07], [0.05, 0.08, 0.02], [-0.08, 0.12, -0.04], [0.04, -0.19, 0.01]]}



# 8
{"formula": "C5H15N2O", "method": "ωB97M-V with the def2-TZVPD basis set", "homo_ev": [-2.5694, -10.4913], "de_lowest_kcal_mol": 29.26, "spin_multiplicity": 2, "s_squared": 0.751, "species": ["C", "N", "C", "N", "C", "C", "C", "H", "H", "H", "H", "H", "H", "H", "H", "H", "H", "H", "H", "H", "H", "H", "O"], "coordinates": [[-1.245, 1.474, 0.060], [-0.279, 2.561, -0.119], [-0.582, 0.077, -0.055], [0.890, 0.197, -0.250], [1.619, -0.735, 0.677], [0.588, -1.230, 1.678], [-0.798, -0.884, 1.095], [-2.067, 1.507, -0.657], [-1.688, 1.566, 1.052], [-0.320, 2.966, -1.045], [-0.435, 3.272, 0.583], [-0.911, -0.394, -0.968], [1.122, 1.182, -0.109], [1.125, -0.064, -1.241], [2.437, -0.181, 1.126], [2.009, -1.522, 0.023], [0.692, -2.291, 1.902], [0.743, -0.713, 2.623], [-1.276, -1.821, 0.785], [-1.456, -0.504, 1.884], [-0.838, -1.356, -3.145], [0.621, -1.902, -3.134], [0.049, -1.206, -2.764]], "forces_ev_per_a": [[0.13, -0.21, 0.21], [-0.14, -0.12, 0.23], [-0.23, 0.13, -0.18], [0.11, -0.41, 0.10], [-0.12, 0.00, -0.49], [-0.04, 0.39, 0.39], [0.01, -0.86, 0.77], [0.03, 0.12, -0.06], [0.04, 0.00, 0.00], [-0.06, 0.11, -0.01], [0.11, 0.14, -0.24], [-0.29, -0.11, -0.30], [0.06, 0.32, 0.04], [-0.09, 0.06, -0.01], [0.11, -0.10, 0.03], [0.06, -0.07, 0.19], [0.05, -0.06, -0.23], [-0.06, 0.09, 0.09], [0.06, 0.22, -0.38], [0.13, 0.29, -0.19], [0.06, -0.05, -0.06], [0.05, -0.03, -0.01], [0.01, 0.14, 0.11]]}



# 9
{"formula": "C5H15N2O", "method": "ωB97M-V with the def2-TZVPD basis set", "homo_ev": -11.2392, "charge": 1, "de_lowest_kcal_mol": 34.07, "species": ["C", "C", "C", "C", "N", "C", "N", "H", "H", "H", "H", "H", "H", "H", "H", "H", "H", "H", "H", "H", "H", "H", "O"], "coordinates": [[-2.581, 0.036, 0.671], [-1.263, 0.650, 1.088], [-0.125, 0.511, 0.111], [1.146, 0.783, 0.446], [2.197, 0.762, -0.425], [3.479, 1.401, -0.134], [-2.390, -1.351, 0.117], [-3.333, 0.055, 1.453], [-2.946, 0.630, -0.162], [-1.476, 1.710, 1.279], [-0.923, 0.321, 2.073], [-0.355, 0.525, -0.952], [1.390, 1.011, 1.475], [1.932, 0.820, -1.399], [3.952, 0.881, 0.699], [4.158, 1.188, -0.955], [3.343, 2.452, 0.111], [-3.264, -1.860, -0.026], [-1.696, -1.874, 0.655], [-1.923, -1.376, -0.810], [-0.193, -2.907, -1.553], [0.669, -1.612, -1.161], [-0.172, -1.949, -1.470]], "forces_ev_per_a": [[0.36, 0.54, -0.73], [0.55, 0.54, 0.76], [-0.17, 0.71, -0.25], [-0.20, -0.25, -0.02], [0.16, 0.05, -0.48], [-0.23, -0.81, 0.49], [0.25, -0.28, -0.58], [0.05, -0.36, 0.08], [-0.30, -0.07, -0.12], [-0.22, -0.04, -0.22], [-0.20, -0.43, 0.03], [-0.15, -0.22, 0.00], [0.22, -0.16, 0.18], [-0.01, -0.01, 0.06], [-0.14, 0.16, 0.29], [-0.11, 0.53, -0.24], [0.38, 0.15, -0.25], [0.06, -0.07, 0.53], [-0.43, -0.18, 0.39], [0.18, 0.56, 0.22], [0.74, 0.01, -0.08], [0.37, -0.33, 0.18], [-1.18, -0.05, -0.25]]}



# 10
{"formula": "C5H15N2O", "method": "ωB97M-V with the def2-TZVPD basis set", "smiles": "NCCC[C@H]([NH3+])CO", "homo_ev": -14.1112, "charge": 1, "de_lowest_kcal_mol": 14.92, "species": ["C", "O", "C", "C", "C", "C", "N", "N", "H", "H", "H", "H", "H", "H", "H", "H", "H", "H", "H", "H", "H", "H", "H"], "coordinates": [[0.885, 2.253, 0.566], [1.917, 2.579, -0.376], [0.210, 0.963, 0.085], [-0.862, 0.288, 0.974], [-0.894, -1.241, 0.848], [-1.450, -1.739, -0.458], [-0.362, -1.786, -1.457], [1.340, 0.003, -0.183], [0.186, 3.074, 0.684], [1.448, 2.048, 1.478], [1.560, 3.164, -1.062], [-0.226, 1.172, -0.877], [-1.812, 0.708, 0.675], [-0.581, 0.506, 2.007], [0.063, -1.710, 1.075], [-1.504, -1.582, 1.686], [-2.211, -1.059, -0.847], [-1.922, -2.703, -0.309], [0.127, -2.671, -1.385], [-0.727, -1.712, -2.397], [1.014, -0.648, -0.926], [2.171, 0.527, -0.488], [1.630, -0.435, 0.686]], "forces_ev_per_a": [[0.63, -0.45, -0.35], [-0.46, 0.28, -0.19], [-0.03, -0.02, 0.06], [1.76, -0.03, -0.09], [-0.81, 0.34, 0.94], [0.27, 0.03, -0.47], [0.16, 0.02, -0.09], [0.68, 1.07, 0.07], [-0.13, -0.05, 0.23], [-0.39, 0.19, 0.32], [0.21, -0.17, 0.23], [-0.05, -0.03, -0.56], [-0.30, 0.13, 0.43], [-0.50, 0.28, 0.09], [0.19, -0.01, -0.15], [-0.26, -0.06, -0.15], [-0.06, -0.01, 0.17], [-0.08, -0.28, -0.13], [-0.07, -0.07, -0.17], [0.00, -0.16, -0.11], [-0.27, -0.71, 0.27], [-0.31, 0.24, -0.29], [-0.18, -0.54, -0.06]]}



| no. | E (hartree) |
| --- | --- |
| 1 | -308.7669 |
| 2 | -308.5663 |
| 3 | -308.7690 |
| 4 | -308.6896 |
| 5 | -308.7644 |
| 6 | -308.7689 |
| 7 | -384.1040 |
| 8 | -384.1314 |
| 9 | -383.9967 |
| 10 | -384.0273 |